No. 1
{"formula": "C9H12Br2NO", "method": "wB97M-V/def2-TZVPD", "symbols": ["Br", "Br", "O", "N", "C", "C", "C", "C", "C", "C", "C", "C", "C", "H", "H", "H", "H", "H", "H", "H", "H", "H", "H", "H", "H"], "coordinates": [[-3.882, 1.261, -0.161], [-1.452, -3.548, -0.142], [-3.117, -1.681, 1.094], [0.920, 0.010, -1.416], [-1.314, -1.638, -0.352], [0.796, 0.559, 0.960], [1.527, -0.783, 0.792], [0.390, 1.139, -0.381], [-2.095, 0.541, 0.415], [1.279, -1.201, -0.593], [-0.032, -1.219, -1.161], [-2.257, -0.947, 0.369], [-1.083, 1.316, -0.529], [0.929, 2.042, -0.615], [-1.455, 1.325, -1.528], [2.145, -1.695, -1.091], [-3.888, -1.215, 1.322], [-1.962, 0.899, 1.430], [1.170, 0.092, -2.337], [-0.009, 0.182, 1.540], [2.552, -0.676, 1.088], [-1.390, 2.312, -0.228], [0.006, -1.971, -2.088], [1.091, -1.446, 1.451], [1.258, 1.396, 1.549]], "mol_weight_da": 310.009, "homo_energy_ev": -12.46, "homo_lumo_gap_ev": 9.2, "e_tot_ha": -5627.8053, "charge": 1, "relative_energy_kj_mol": 78.2, "smiles": "OC1=C(Br)[C@@H]2[C@@H]3CC[C@H](C[C@H]1Br)[N@H+]23"}

---

No. 2
{"formula": "C53H41Cl4CrN8O2S2", "method": "wB97M-V/def2-TZVPD", "symbols": ["Cr", "Cl", "Cl", "Cl", "Cl", "S", "S", "O", "O", "N", "N", "N", "N", "N", "N", "N", "N", "C", "C", "C", "C", "C", "C", "C", "C", "C", "C", "C", "C", "C", "C", "C", "C", "C", "C", "C", "C", "C", "C", "C", "C", "C", "C", "C", "C", "C", "C", "C", "C", "C", "C", "C", "C", "C", "C", "C", "C", "C", "C", "C", "C", "C", "C", "C", "C", "C", "C", "C", "C", "C", "H", "H", "H", "H", "H", "H", "H", "H", "H", "H", "H", "H", "H", "H", "H", "H", "H", "H", "H", "H", "H", "H", "H", "H", "H", "H", "H", "H", "H", "H", "H", "H", "H", "H", "H", "H", "H", "H", "H", "H", "H"], "coordinates": [[-0.189, -0.691, -0.337], [6.654, -1.727, 6.009], [-6.706, -0.739, 6.411], [-6.157, 2.329, -6.849], [3.504, -6.777, -6.687], [-0.083, 2.450, 2.852], [-0.674, 2.280, -1.654], [2.465, -0.270, -1.961], [1.627, 0.443, 0.054], [1.700, -1.830, -0.420], [-0.164, -0.925, 1.634], [2.597, 2.793, 3.150], [-2.127, -0.435, -0.339], [-0.348, -1.167, -2.324], [-1.330, 4.787, -1.884], [-0.309, 4.163, 0.145], [1.565, 2.294, 4.984], [-5.449, 0.445, -5.046], [1.494, -2.793, -2.684], [1.676, -5.800, -4.953], [4.785, -0.535, 4.468], [3.536, 2.782, 4.171], [-4.521, -1.664, 3.205], [5.331, -1.739, 4.886], [3.053, -3.622, -0.900], [0.454, -1.944, -3.123], [0.577, -1.017, 3.793], [-1.359, 6.235, -1.774], [-4.602, -0.100, -4.092], [1.782, -0.440, -0.812], [-3.611, -0.614, 3.130], [-4.279, -0.026, 0.372], [3.325, -3.241, 0.384], [-0.787, 3.861, -1.067], [3.278, -3.654, -4.217], [3.257, -1.744, 3.030], [2.440, -2.192, 0.754], [2.558, 1.061, -2.464], [-0.620, 5.337, 0.945], [3.791, -2.939, 3.502], [1.369, 2.502, 3.654], [-3.882, 2.243, -5.391], [2.189, -1.656, 1.997], [-2.914, -0.066, -1.409], [0.059, -1.817, -4.487], [1.219, -4.872, -4.032], [3.755, -0.546, 3.545], [2.861, 3.016, 1.745], [0.939, -1.121, 2.414], [-1.280, -0.613, -3.158], [-0.773, -0.835, 3.837], [-5.529, -0.680, 5.136], [-2.956, -0.418, 0.766], [-4.245, 0.226, -0.960], [-2.558, -0.608, 2.081], [3.739, -4.568, -5.152], [-1.225, -0.770, 2.487], [-3.691, 0.414, 4.067], [-2.489, -0.037, -2.732], [2.044, -2.781, -1.431], [-0.999, -0.958, -4.517], [4.832, -2.942, 4.419], [2.931, -5.632, -5.517], [2.896, 2.475, 5.314], [-5.479, -1.706, 4.206], [-4.648, 0.386, 5.069], [-5.088, 1.624, -5.676], [-3.039, 1.682, -4.444], [2.013, -3.792, -3.656], [-3.397, 0.518, -3.769], [5.168, 0.396, 4.861], [-4.468, -2.466, 2.479], [5.254, -3.873, 4.772], [3.895, -2.816, -3.918], [-0.082, 3.332, 0.695], [4.716, -4.454, -5.600], [0.538, -2.314, -5.315], [-4.712, 1.187, 5.793], [-6.382, -0.039, -5.297], [1.597, 1.566, -2.414], [0.816, 2.023, 5.595], [-1.605, 4.390, -2.765], [3.914, 2.828, 1.547], [-6.182, -2.525, 4.267], [3.261, 2.364, 6.318], [4.032, -3.713, 1.043], [3.373, -3.883, 3.177], [-1.562, -0.616, -5.369], [1.066, -6.646, -5.238], [-1.784, 6.624, -2.696], [-1.982, 6.570, -0.947], [2.873, 0.965, -3.500], [-3.608, 3.155, -5.903], [-2.089, 2.142, -4.204], [-1.396, -0.753, 4.712], [-0.358, 6.656, -1.657], [0.239, -4.986, -3.587], [-2.995, 1.242, 3.998], [4.573, 3.001, 3.989], [3.322, 0.383, 3.196], [-0.122, 6.230, 0.568], [2.255, 2.327, 1.154], [-4.875, -1.023, -3.598], [-0.271, 5.141, 1.955], [-5.123, 0.075, 1.035], [-1.695, 5.525, 0.997], [3.296, 1.632, -1.897], [2.618, 4.041, 1.460], [-5.047, 0.574, -1.588], [1.251, -1.127, 4.626], [3.499, -4.436, -1.445]], "mol_weight_da": 1079.907, "s2": 3.927, "homo_energy_ev": [-5.54, -6.76], "homo_lumo_gap_ev": [4.8, 5.6], "spin_multiplicity": 4, "e_tot_ha": -6314.4719, "relative_energy_kj_mol": 327.1}

---

No. 3
{"formula": "C17H19N3O2SSe2Ti", "method": "wB97M-V/def2-TZVPD", "symbols": ["Se", "Se", "Ti", "S", "O", "O", "N", "N", "N", "C", "C", "C", "C", "C", "C", "C", "C", "C", "C", "C", "C", "C", "C", "C", "C", "C", "H", "H", "H", "H", "H", "H", "H", "H", "H", "H", "H", "H", "H", "H", "H", "H", "H", "H", "H"], "coordinates": [[0.081, 0.625, -2.475], [-1.378, -2.581, -1.494], [-0.715, -0.453, -0.432], [-2.997, -0.551, 0.453], [3.603, -2.350, -3.549], [1.255, -1.319, -0.423], [-3.594, 2.028, 1.016], [2.214, 0.486, 6.468], [-1.594, 1.493, -0.130], [-2.090, 3.746, 0.317], [-1.263, 2.780, -0.207], [0.962, 0.795, 1.825], [-3.268, 3.319, 0.936], [1.351, -2.109, -2.707], [-0.332, -1.032, 2.663], [-0.047, -2.690, -2.945], [-4.232, 4.284, 1.547], [1.745, 0.339, 5.429], [0.229, -0.862, 3.919], [2.299, -2.907, -3.615], [1.825, -2.331, -1.280], [0.016, -0.209, 1.586], [1.160, 0.153, 4.128], [1.529, 0.988, 3.076], [1.465, -0.629, -3.104], [-2.752, 1.158, 0.476], [2.306, -3.954, -3.290], [-5.204, 4.178, 1.064], [2.909, -2.235, -1.227], [-1.833, 4.793, 0.252], [1.906, -2.872, -4.638], [2.252, 1.775, 3.247], [1.553, -1.431, 0.489], [-0.328, 3.012, -0.703], [-0.496, -2.215, -3.819], [1.271, 1.452, 1.016], [-1.072, -1.812, 2.528], [-3.892, 5.313, 1.454], [4.184, -2.843, -4.135], [0.037, -3.759, -3.151], [1.509, -3.315, -0.924], [1.423, -0.561, -4.191], [2.428, -0.235, -2.789], [-4.369, 4.040, 2.600], [-0.053, -1.504, 4.743]], "mol_weight_da": 535.212, "homo_energy_ev": -7.99, "homo_lumo_gap_ev": 7.2, "e_tot_ha": -7024.5299, "relative_energy_kj_mol": 0.0}

---

No. 4
{"formula": "C29H59BrFN5O34PS8", "method": "wB97M-V/def2-TZVPD", "symbols": ["Br", "S", "S", "S", "S", "S", "S", "S", "S", "P", "F", "O", "O", "O", "O", "O", "O", "O", "O", "O", "O", "O", "O", "O", "O", "O", "O", "O", "O", "O", "O", "O", "O", "O", "O", "O", "O", "O", "O", "O", "O", "O", "O", "O", "O", "N", "N", "N", "N", "N", "C", "C", "C", "C", "C", "C", "C", "C", "C", "C", "C", "C", "C", "C", "C", "C", "C", "C", "C", "C", "C", "C", "C", "C", "C", "C", "C", "C", "C", "H", "H", "H", "H", "H", "H", "H", "H", "H", "H", "H", "H", "H", "H", "H", "H", "H", "H", "H", "H", "H", "H", "H", "H", "H", "H", "H", "H", "H", "H", "H", "H", "H", "H", "H", "H", "H", "H", "H", "H", "H", "H", "H", "H", "H", "H", "H", "H", "H", "H", "H", "H", "H", "H", "H", "H", "H", "H", "H"], "coordinates": [[-0.287, -2.394, -6.505], [2.979, 2.546, -2.935], [5.024, 4.057, 0.941], [-8.097, -6.676, -9.433], [3.507, 5.853, 5.341], [-0.083, 1.045, 7.355], [2.543, 10.386, 8.815], [-0.644, 5.267, 9.526], [-1.286, -10.089, -6.009], [-1.143, -5.367, -6.141], [1.124, -3.720, -4.742], [-0.923, 6.722, 10.124], [2.304, 11.186, 9.956], [-1.621, -11.297, -6.656], [-1.697, 4.930, 8.643], [-0.407, 1.955, 8.623], [-1.303, -10.315, -4.422], [-1.974, -8.877, -6.293], [2.165, 3.921, -3.036], [6.485, 4.040, 0.278], [-7.566, -5.514, -10.402], [-0.242, 4.402, 10.579], [0.291, -9.846, -6.165], [3.270, 11.259, 7.693], [1.503, 9.641, 8.197], [-9.042, -7.453, -10.140], [2.443, 1.778, -1.870], [5.469, 4.441, 2.425], [4.512, 2.741, 0.931], [0.951, 0.048, 8.060], [4.296, 5.155, 0.408], [-2.316, -5.013, -6.933], [4.379, 3.160, -2.465], [-4.924, -6.138, -4.369], [2.646, 5.295, 4.115], [3.121, 2.016, -4.243], [3.444, 7.271, 5.326], [0.652, 5.637, 8.666], [2.579, 5.304, 6.521], [3.761, 9.394, 9.134], [0.618, 1.870, 6.435], [4.746, 5.164, 5.392], [-6.720, -7.497, -9.324], [-1.230, 0.307, 6.980], [-8.374, -6.115, -8.159], [-1.052, -4.513, -4.599], [-0.042, -1.079, -3.699], [-4.477, -3.687, -3.573], [-3.356, -4.447, -4.004], [-2.057, -2.553, -3.896], [2.893, 4.959, -2.353], [-0.142, -3.364, -4.782], [-2.220, -3.879, -4.174], [-5.767, -6.988, -10.267], [-0.919, 0.027, -4.128], [-5.315, -6.457, -5.717], [0.835, 7.065, 8.627], [-3.934, -4.456, -1.294], [0.238, 7.554, 9.931], [1.618, 4.409, 4.595], [-3.562, -5.904, -4.271], [-0.520, -2.906, 0.137], [-5.817, -2.820, -1.859], [6.895, 4.372, 2.550], [-4.697, -3.692, -2.327], [-0.607, -2.396, -3.709], [-0.360, -2.102, -1.154], [-6.133, -5.528, -10.430], [0.154, 1.373, 9.811], [4.685, 11.025, 7.744], [1.301, 4.914, 5.982], [-0.126, -3.030, -2.361], [1.362, 0.607, 9.319], [-0.023, 1.166, -4.614], [7.414, 4.688, 1.163], [0.905, -9.726, -4.875], [0.034, -10.559, -3.958], [4.345, 4.593, -2.561], [4.810, 9.577, 8.168], [5.774, 9.354, 8.617], [-1.579, -0.226, -4.951], [0.130, -10.272, -2.915], [7.164, 3.360, 2.858], [5.133, 11.216, 6.773], [8.419, 4.313, 0.993], [-1.247, -6.720, -5.776], [-4.085, -5.524, -1.398], [4.685, 4.880, -3.559], [0.245, -11.624, -4.064], [2.020, 3.396, 4.623], [-0.587, 1.808, -5.278], [-2.874, -4.261, -1.441], [2.623, 4.929, -1.299], [-6.388, -6.375, -5.798], [0.378, 1.742, -3.792], [-4.757, -7.125, -9.890], [-1.447, 0.378, -3.244], [-5.838, -1.950, -2.504], [0.895, -8.672, -4.585], [-3.103, -6.211, -5.201], [0.415, 2.150, 10.521], [7.386, 5.761, 0.962], [-5.771, -5.106, -11.363], [-1.185, -1.414, -1.314], [0.919, 7.390, 10.769], [0.757, 4.440, 3.934], [4.631, 8.898, 7.332], [5.118, 11.700, 8.485], [-5.563, -2.490, -0.861], [0.087, -5.249, -6.806], [4.993, 5.035, -1.816], [2.205, 1.275, 9.132], [-0.048, 8.598, 9.895], [0.843, 4.157, 6.606], [-5.005, -7.462, -5.983], [-1.566, -3.153, 0.297], [-4.907, -5.718, -6.400], [-5.884, -7.537, -11.203], [2.642, 5.932, -2.765], [7.239, 5.082, 3.297], [-0.141, -2.365, 0.988], [0.293, 7.458, 7.768], [1.668, -0.182, 10.000], [0.938, -3.217, -2.413], [1.887, 7.300, 8.527], [0.545, -1.526, -1.043], [1.931, -10.081, -4.914], [-0.594, 0.712, 10.252], [-3.203, -6.465, -3.413], [0.660, 5.799, 5.951], [-6.762, -3.345, -1.856], [0.757, 0.740, -5.234], [-5.767, -4.930, -9.592], [-4.151, -4.114, -0.298], [0.849, -1.050, -4.179], [-0.003, -3.858, 0.075], [-2.466, -2.296, -3.000], [-0.596, -3.997, -2.157]], "mol_weight_da": 1408.204, "homo_energy_ev": -11.66, "homo_lumo_gap_ev": 9.4, "e_tot_ha": -10172.6400, "charge": 1}

---

What is the formula in the fourth record? C29H59BrFN5O34PS8